(1)
The following is a quantum chemistry calculation of a gas-phase ion, C8H10NO3 (charge +1) in a non-equilibrium geometry, from OMol25.

Each line ends with the Mulliken charge.
Positions of all 22 atoms, in Å:
H: -0.72905 3.05127 1.55628  0.448
H: -0.41632 0.21218 2.96607  0.385
H: -1.89127 -0.23126 2.34879  0.334
C: 0.08418 1.45955 0.14487  0.817
N: -0.97452 0.09532 2.12726  -0.178
C: 2.23193 -0.92237 -1.81975  -0.565
H: -0.63914 -2.92919 -1.12966  0.281
C: 0.55187 0.25014 -0.48386  0.578
H: -0.55638 -0.56979 1.57598  0.174
H: 3.23378 -0.99685 -2.23930  0.401
C: -1.16462 1.24744 1.13231  0.377
C: 1.80739 0.25685 -1.23024  -0.615
H: 2.43153 1.10315 -1.23147  0.487
O: 0.42584 2.61390 0.03754  -0.609
H: -2.80030 1.45650 0.12048  0.354
H: 1.72889 -2.96268 -2.43912  0.299
O: -1.45956 2.38496 1.74005  -0.592
O: -2.21156 0.73308 0.35225  -0.480
C: 0.23080 -2.13782 -1.21734  -0.838
C: 1.41927 -2.01233 -1.88620  -0.213
C: -0.15211 -0.99488 -0.47578  -0.053
H: -1.15064 -1.10716 0.05081  0.207

The SMILES is [NH3+]C(O)(O)C(=O)c1ccccc1. The multiplicity is 1. Its charge is +1. As for the total energy: -591.03704 Ha. For the energy above the lowest of the compared OMol25 structures with the same formula, charge and spin, the calculation gives 25.5 kcal/mol. The LUMO energy comes out at -4.3 eV.

(2)
The following is a quantum chemistry calculation of C4H5N3 in the gas phase in a non-equilibrium geometry, from OMol25.

Each line ends with the Mulliken charge.
Positions of all 12 atoms, in Å:
C: 1.81429 0.09743 -0.08210  0.271
N: -0.46578 1.26114 0.20190  -0.367
H: -0.26674 2.01737 -0.30379  0.265
N: -0.08576 -1.08310 -0.14197  -0.452
H: -2.40162 0.86172 -1.05761  0.239
H: -2.21133 -1.53784 -0.51288  0.333
N: 2.98712 -0.11060 0.11739  -0.420
C: -1.88287 0.47096 -0.02571  -0.304
C: 0.39652 0.13673 -0.19079  0.288
C: -1.63488 -0.90617 0.09027  -0.359
H: -2.75798 0.77916 0.62144  0.287
H: -1.56970 -1.38617 1.26150  0.220

The SMILES is N#CC1=NCCN1. The multiplicity is 1. As for the total energy: -319.57051 Ha. For the energy above the lowest of the compared OMol25 structures with the same formula, charge and spin, the calculation gives 88.9 kcal/mol. The LUMO energy comes out at 0.3 eV.

(3)
The following is a quantum chemistry calculation of a molecular structure, C9H12BrSSi in a non-equilibrium geometry, from OMol25.

Each line ends with the Mulliken charge.
Positions of all 24 atoms, in Å:
C: -1.72553 -0.79182 -1.99811  -1.121
C: -1.22276 -0.28492 1.41130  0.161
H: 2.27317 -0.76600 -1.64388  0.282
H: 1.13485 2.02774 -1.92383  0.282
H: -0.57970 2.36421 -1.79516  0.332
H: -2.53373 -0.06845 -1.96445  0.314
H: 1.29775 -2.14192 -1.17739  0.324
C: 1.31362 0.60547 1.55482  -0.254
H: 0.00439 0.06231 4.58399  0.320
C: 1.31006 -1.24266 -1.78754  -0.979
H: -2.03993 -1.66513 -1.43655  0.308
H: -2.17322 -0.60873 0.99257  0.283
H: 0.05052 1.55349 -3.21927  0.303
C: -0.23033 0.05609 0.56847  0.037
H: -1.59911 -1.09529 -3.03341  0.296
H: -1.98286 -0.58206 3.39504  0.286
C: 0.14809 1.63463 -2.13972  -0.955
C: 1.22983 0.54669 2.91064  -0.062
C: 0.00435 0.09691 3.50083  -0.229
Si: -0.10240 -0.05702 -1.28352  -0.007
S: 2.52768 0.98619 3.93833  -0.554
H: 1.23993 -1.54563 -2.82925  0.332
C: -1.11456 -0.26474 2.82659  -0.512
Br: 2.76990 1.18066 0.54949  -0.186

The multiplicity is 1. Its charge is -1. As for the total energy: -3611.85543 Ha. For the energy above the lowest of the compared OMol25 structures with the same formula, charge and spin, the calculation gives 11.5 kcal/mol. The LUMO energy comes out at 3.1 eV.

(4)
The following is a quantum chemistry calculation of C21H26N2O2 in the gas phase in a non-equilibrium geometry, from OMol25.

Each line ends with the Mulliken charge.
Positions of all 51 atoms, in Å:
O: 1.25412 1.74107 -1.51900  -0.112
N: -2.35142 0.78676 0.53476  -0.229
H: -0.11626 -0.53003 -1.56047  0.390
H: -3.69205 2.34072 0.34764  0.362
C: 4.97862 -2.38264 0.54157  -0.370
C: -1.12730 1.11141 -1.63342  0.287
C: 4.45815 -3.57427 0.05280  -0.668
H: -3.92942 1.08612 -0.87980  0.257
H: 2.92828 -4.52833 -1.09329  0.404
H: -4.30102 -1.14468 -1.14012  0.270
N: 1.64150 0.41651 -1.40305  -0.468
H: -5.77204 -1.10040 2.90241  0.405
H: -6.03786 -2.48830 1.84684  0.402
C: 2.68972 0.15572 -0.72372  -0.185
C: 0.06045 1.85084 -2.27214  -0.837
H: -4.51329 0.86337 2.10480  0.372
H: -3.91726 -1.35827 1.27541  0.186
C: -3.67792 1.25832 0.17837  -0.474
C: -5.14314 -1.35534 -0.48600  -1.355
C: 5.63245 0.73219 1.34648  -0.357
C: 2.64853 -2.40840 -1.03999  -0.183
C: 3.63024 1.00566 0.01087  0.764
H: -2.03710 1.41101 -2.16596  0.426
C: -4.86003 -0.90913 0.94684  0.874
H: 5.87286 -2.38184 1.14665  0.434
C: 5.65548 2.11076 1.52194  -0.689
H: 6.39277 0.10972 1.79432  0.444
C: 4.32696 -1.20382 0.23534  0.129
C: -4.74330 0.61534 1.06706  -1.064
H: -5.70818 1.06371 0.81730  0.406
C: -1.26302 1.46254 -0.13279  -1.073
H: 2.90297 3.00536 -0.25232  0.509
C: 4.68467 2.91922 0.95356  -0.791
H: 6.44250 2.55822 2.11150  0.392
C: 3.31118 -3.58795 -0.72569  -0.758
H: -6.92875 -0.99027 1.57464  0.359
H: -6.02283 -0.84626 -0.87558  0.298
H: -0.33974 1.17295 0.38000  0.366
C: 4.61791 0.18085 0.59021  -0.032
H: 4.95565 -4.50513 0.28277  0.395
C: -5.96809 -1.40317 1.87631  -1.679
H: -0.13213 2.92377 -2.31559  0.412
H: -1.39434 2.54226 -0.02464  0.405
H: 4.72489 3.98774 1.10555  0.404
H: 0.21900 1.46102 -3.28523  0.295
H: 1.75794 -2.41630 -1.64927  0.488
C: 3.65866 2.37555 0.18996  0.018
O: -1.02087 -0.28015 -1.81366  -0.556
H: -5.32800 -2.42721 -0.51502  0.437
C: 3.16166 -1.22091 -0.55624  -0.002
H: -2.28179 -0.20593 0.32710  0.293

The SMILES is CC(C)CCNC[C@H](O)CON=C1c2ccccc2-c2ccccc21. The multiplicity is 1. As for the total energy: -1075.76538 Ha. For the energy above the lowest of the compared OMol25 structures with the same formula, charge and spin, the calculation gives 76.8 kcal/mol. The LUMO energy comes out at -0.3 eV.

(5)
The following is a quantum chemistry calculation of 2 unconnected molecules or ions with the total composition C2H6ClFN2O2S in a non-equilibrium geometry, from OMol25.

Each line ends with the Mulliken charge.
Positions of all 15 atoms, in Å:
H: -0.96495 1.11638 -0.73030  0.450
Cl: -0.44121 -1.10058 -1.77549  -0.004
C: 0.65106 -0.47955 -0.67207  -0.028
H: 1.90265 0.66326 -1.96281  0.312
H: -1.82669 -1.77844 1.46787  0.195
H: 0.38955 1.96038 0.29584  0.315
O: 0.83796 -2.11150 1.43948  -0.602
H: 2.34623 0.65166 -0.13562  0.283
C: 1.47939 0.75529 -0.95224  -0.235
O: 0.55250 0.26964 1.82291  -0.580
N: -1.41270 -1.15918 0.91784  -0.340
S: 0.17918 -0.89103 1.12347  1.126
F: -1.99758 1.00743 -0.68790  -0.594
H: -2.05934 -0.44547 0.46689  0.301
N: 0.36395 1.54170 -0.61788  -0.597

The multiplicity is 1. As for the total energy: -1297.90038 Ha. For the energy above the lowest of the compared OMol25 structures with the same formula, charge and spin, the calculation gives 46.3 kcal/mol. The LUMO energy (alpha / beta) comes out at -1.4 / -1.4 eV.

(6)
The following is a quantum chemistry calculation of a molecular structure, ILi in a non-equilibrium geometry, from OMol25.

Each line ends with the Mulliken charge.
Positions of all 2 atoms, in Å:
Li: 0.31546 -0.03408 -1.38804  0.731
I: -0.31546 0.03408 1.38804  -0.731

The multiplicity is 1. As for the total energy: -305.26221 Ha. For the energy above the lowest of the compared OMol25 structures with the same formula, charge and spin, the calculation gives 8.8 kcal/mol. The LUMO energy comes out at -1.4 eV.